A molecular structure, C44H49NP2Re. Source: the OMol25 dataset; level of theory: ωB97M-V with the def2-TZVPD basis set.

For the strongest force on any atom, the calculation gives 7.367 eV Å⁻¹. The calculation puts the energy above the lowest of the compared OMol25 structures with the same formula, charge and spin at 0.000 eV. The LUMO energy (alpha / beta) is -7.450 / -9.207 eV.

Structure (ORCA input):
```
! RIJCOSX wB97M-V def2-TZVPD def2/J DEFGRID3
* xyz 2 4
C -0.24300 0.93542 7.25447
H -0.77950 -1.21763 -2.34523
P -1.17700 -0.57593 0.07298
C -1.90171 1.92418 -0.90929
C -3.69910 -4.45841 0.40785
H -2.35931 -0.71646 6.08501
H 4.71177 0.62220 -0.34144
C 2.62403 2.74955 0.42297
C -0.71858 -1.57922 -5.64827
H 0.61012 2.87351 -5.53360
C 0.08515 -0.36793 5.23263
H 2.97571 0.44499 2.36780
C -2.80093 2.97167 -1.13915
H -3.55949 -4.60602 -1.74735
H 1.23954 2.11192 -6.98777
H 0.36093 -1.37477 4.87313
C -2.37670 -0.13156 5.16213
C 5.68356 -1.27748 0.05536
C 1.10043 -0.68869 -1.42712
C -1.48568 0.79826 -5.26245
C 1.51914 0.98247 -5.18891
H 6.37084 -3.27069 0.52877
H -0.48886 0.82663 8.31848
H 2.14064 -2.56441 1.01721
H -1.30507 -1.94785 -6.51057
C -0.22525 -0.89708 -1.45873
H 0.97146 0.25616 5.04199
H 4.11656 -4.07021 1.24923
C 1.98962 0.23908 2.82332
H -4.41193 1.61208 3.07485
C -3.28804 -4.03548 -0.85805
H 3.40876 4.72084 0.78579
C 2.39613 1.75855 -0.53520
H -4.50119 0.19102 5.16525
C -3.50020 1.15789 3.47261
H -4.31818 -5.34981 0.51039
P 1.78946 0.12040 0.04405
Re 0.24455 0.14186 1.63897
C 0.69564 -1.26731 7.42656
C -1.48264 -0.49679 -4.93118
H 0.69843 -2.27298 6.99509
C -1.11741 0.69602 3.24133
H 1.24308 -2.15016 -6.29106
H -2.10834 1.51196 -4.70580
H -2.22361 -2.01986 2.29876
C 0.69812 1.90093 -6.04712
H 1.73007 -0.88807 7.47708
H -2.42605 3.98304 -1.30336
H -0.61437 -2.44515 -4.97133
H -1.28855 2.30946 -6.72682
C 3.17126 3.23312 -2.27949
C 3.31154 -0.91487 0.25813
H 1.81375 -1.02931 -2.18107
H 0.31286 -1.33974 8.44892
C -2.16820 -2.13314 0.14976
C -3.55847 0.38569 4.64277
C 2.60763 2.01475 -1.89590
H 0.61729 -0.74214 -7.15969
H -0.68034 0.73975 -7.27402
H -2.18307 -2.56857 -1.97671
C 4.24753 -3.06170 0.85789
C -2.38415 0.64503 -0.61228
H 0.73834 1.44499 7.18420
C -4.64309 1.38732 -1.02708
C -1.14294 0.10747 4.52289
C -3.31626 -3.74058 1.54518
C 3.48706 4.19679 -1.31401
C -2.51776 -2.87460 -0.98760
H -5.70496 1.16786 -1.13739
C 5.51312 -2.59947 0.48251
C 0.69328 -1.20113 -6.16224
H -0.82395 2.10452 -0.93054
H 1.75448 1.04004 3.54633
H 2.32338 1.26784 -2.63567
C -2.54653 -2.58093 1.41806
H 2.25516 1.50782 -4.57453
C -4.17639 2.70485 -1.14727
C 3.19502 3.96391 0.03327
C -3.74343 0.35168 -0.75220
C -0.72750 1.41453 -6.40684
H 3.95768 5.13375 -1.61402
H -2.22835 1.96633 1.89964
C -2.28796 1.33912 2.79081
C 3.13896 -2.21816 0.73403
N -0.18324 -0.39558 6.67428
H -2.15139 -0.86012 -4.14297
H 2.34714 2.57355 1.46536
C 1.50122 -0.35341 -5.21889
H -4.10278 -0.66990 -0.64493
H -4.88512 3.52740 -1.26374
H 2.14927 -0.93340 -4.54964
H 2.01204 -0.75135 3.32341
C 4.58603 -0.41818 -0.04234
H 3.36592 3.42895 -3.33439
H -1.01332 1.54815 6.77598
H -3.60666 -4.07793 2.53735
H 6.67287 -0.90116 -0.19959
*
```